1.
Entry from the Open Molecules 2025 dataset: a 3-piece molecular cluster, C27H55N2O2 overall at a distorted geometry (ωB97M-V/def2-TZVPD).

Last column: Löwdin charge in e.
Geometry (Å):
C1 4.191 -2.112 -1.647  -0.1066
C2 4.035 -0.616 -1.898  -0.2493
C3 3.176 0.078 -0.824  -0.2099
C4 1.995 0.901 -1.394  -0.2151
C5 0.844 0.900 -0.387  -0.2081
C6 -0.340 1.790 -0.829  -0.1840
C7 -1.701 1.139 -0.451  -0.1905
C8 -2.758 2.199 -0.037  -0.1721
C9 -4.003 2.095 -0.925  -0.2051
C10 -4.996 1.045 -0.402  -0.1230
C11 -5.968 0.578 -1.415  -0.0630
C12 -6.092 1.220 -2.655  -0.0186
N1 -6.879 0.911 -3.645  0.1467
N2 -7.667 -0.119 -3.418  0.0799
C13 -7.651 -0.780 -2.284  0.0220
C14 -6.826 -0.513 -1.230  -0.0669
C15 -6.904 -1.385 0.006  -0.1247
O1 -5.679 -1.591 0.664  -0.1404
O2 -5.762 -1.013 1.967  0.0154
H1 4.615 -2.619 -2.509  0.0738
H2 3.211 -2.543 -1.450  0.0291
H3 4.819 -2.299 -0.779  0.0777
H4 5.024 -0.163 -1.908  0.1017
H5 3.578 -0.473 -2.877  0.0974
H6 2.743 -0.692 -0.182  0.0968
H7 3.770 0.735 -0.192  0.0973
H8 2.341 1.913 -1.595  0.1151
H9 1.695 0.411 -2.319  0.0987
H10 0.509 -0.129 -0.268  0.0882
H11 1.252 1.271 0.551  0.1135
H12 -0.278 2.012 -1.891  0.1113
H13 -0.282 2.706 -0.247  0.1013
H14 -1.506 0.491 0.397  0.1030
H15 -2.029 0.544 -1.304  0.1069
H16 -2.344 3.196 -0.127  0.1073
H17 -3.057 1.978 0.985  0.1120
H18 -3.689 1.774 -1.918  0.1049
H19 -4.532 3.042 -1.054  0.1204
H20 -4.389 0.190 -0.107  0.1329
H21 -5.479 1.397 0.510  0.1397
H22 -5.458 2.074 -2.829  0.1271
H23 -8.300 -0.393 -4.161  0.1931
H24 -8.357 -1.596 -2.194  0.1620
H25 -7.681 -1.053 0.691  0.1539
H26 -7.244 -2.366 -0.342  0.1444
H27 -6.055 -0.097 1.854  0.0842
C16 3.535 3.301 3.089  -0.1117
C17 4.715 3.480 2.138  -0.2700
C18 5.752 2.363 2.245  -0.2338
C19 6.440 2.241 3.606  -0.2290
C20 7.159 3.503 4.081  -0.2699
C21 8.301 3.932 3.164  -0.1107
H28 3.849 3.327 4.133  0.0665
H29 2.805 4.101 2.947  0.0673
H30 3.028 2.350 2.907  0.0671
H31 5.181 4.453 2.309  0.0997
H32 4.335 3.500 1.111  0.0973
H33 6.508 2.511 1.468  0.1018
H34 5.270 1.407 2.015  0.1005
H35 7.162 1.420 3.555  0.1102
H36 5.706 1.947 4.362  0.1010
H37 7.562 3.314 5.079  0.1047
H38 6.448 4.327 4.190  0.0978
H39 9.045 3.138 3.072  0.0755
H40 8.802 4.814 3.565  0.0698
H41 7.945 4.184 2.164  0.0644
C22 -3.263 -3.971 0.470  -0.0986
C23 -2.742 -3.882 -0.961  -0.2739
C24 -1.619 -4.869 -1.262  -0.2251
C25 -0.364 -4.667 -0.412  -0.2202
C26 0.258 -3.274 -0.502  -0.2621
C27 0.747 -2.911 -1.901  -0.1048
H42 -2.485 -3.730 1.195  0.0721
H43 -4.079 -3.266 0.617  0.0390
H44 -3.639 -4.972 0.690  0.0817
H45 -2.408 -2.858 -1.164  0.0892
H46 -3.570 -4.076 -1.652  0.1001
H47 -1.363 -4.804 -2.323  0.1024
H48 -1.984 -5.889 -1.107  0.1121
H49 0.380 -5.411 -0.711  0.1140
H50 -0.594 -4.881 0.636  0.1034
H51 1.105 -3.233 0.187  0.1075
H52 -0.454 -2.518 -0.155  0.0870
H53 1.490 -3.628 -2.253  0.0799
H54 1.213 -1.923 -1.899  0.0457
H55 -0.072 -2.885 -2.622  0.0714

Values from the calculation:
Molar mass ... 439.75 g/mol
Orbital gap ... 0.2591 hartree
Charge ... +1
DFT total energy ... -1321.36699 Eh
Spin multiplicity ... 1

***

2.
Entry from the Open Molecules 2025 dataset: a 4-piece molecular cluster, C27H56IN5O5 overall at a distorted geometry (ωB97M-V/def2-TZVPD).

Last column: Löwdin charge in e.
Geometry (Å):
C1 6.377 -1.089 0.910  -0.0974
C2 5.344 0.001 0.501  -0.2489
C3 5.033 0.028 -1.030  -0.2051
C4 3.500 0.166 -1.227  -0.2176
C5 3.088 1.580 -0.829  -0.2370
C6 1.566 1.836 -0.939  -0.2006
C7 1.266 3.224 -0.300  -0.1983
C8 0.399 3.100 0.984  -0.1964
C9 -1.031 3.565 0.629  -0.2188
C10 -2.026 3.383 1.773  -0.1930
C11 -2.893 2.114 1.702  -0.1924
C12 -3.536 1.841 0.327  -0.1802
C13 -5.081 1.692 0.361  -0.1016
C14 -5.484 0.214 0.196  -0.4955
O1 -4.665 -0.647 0.959  0.0165
N1 -5.437 -0.328 -1.148  0.1775
C15 -6.717 -0.585 -1.650  -0.5457
O2 -6.998 -0.635 -2.766  0.1571
C16 -7.644 -0.831 -0.432  -0.7616
C17 -9.049 -0.369 -0.833  -0.1226
I1 -7.669 -2.831 0.323  0.9355
C18 -7.006 0.183 0.534  -0.3897
N2 -7.366 0.214 1.932  0.0764
H1 5.966 -1.648 1.742  0.0466
H2 7.293 -0.584 1.197  0.0655
H3 6.520 -1.755 0.065  0.0567
H4 4.391 -0.127 1.017  0.0885
H5 5.684 0.997 0.784  0.0942
H6 5.431 -0.848 -1.539  0.0949
H7 5.463 0.947 -1.429  0.0975
H8 2.987 -0.549 -0.584  0.1028
H9 3.245 0.030 -2.280  0.1094
H10 3.339 1.823 0.204  0.1065
H11 3.557 2.350 -1.447  0.1174
H12 1.029 1.059 -0.392  0.0988
H13 1.239 1.812 -1.980  0.1047
H14 2.207 3.708 -0.047  0.0969
H15 0.736 3.845 -1.022  0.1007
H16 0.389 2.058 1.308  0.1002
H17 0.808 3.702 1.798  0.1054
H18 -0.941 4.615 0.341  0.0830
H19 -1.292 3.029 -0.286  0.1033
H20 -1.498 3.429 2.728  0.1102
H21 -2.713 4.234 1.793  0.0862
H22 -2.336 1.253 2.074  0.1073
H23 -3.709 2.248 2.422  0.0986
H24 -3.053 0.965 -0.101  0.1122
H25 -3.313 2.676 -0.338  0.0927
H26 -5.503 2.286 -0.450  0.1169
H27 -5.452 2.067 1.315  0.1123
H28 -4.901 -0.531 1.893  0.1049
H29 -4.986 0.257 -1.850  0.1564
H30 -9.418 -0.934 -1.684  0.0808
H31 -9.009 0.688 -1.090  0.0899
H32 -9.744 -0.521 -0.006  0.0700
H33 -7.328 1.153 0.138  0.1398
H34 -8.374 0.294 1.987  0.0821
H35 -7.054 -0.633 2.400  0.0500
C19 -5.649 7.117 0.750  -0.0583
N3 -4.435 6.721 0.062  -0.1965
C20 -4.496 6.396 -1.352  -0.0365
C21 -3.247 6.643 0.694  -0.3496
O3 -2.200 6.315 0.167  0.0069
H36 -6.386 6.313 0.688  0.0877
H37 -6.059 8.015 0.283  0.0892
H38 -5.441 7.326 1.797  0.0830
H39 -4.161 5.369 -1.508  0.0871
H40 -3.836 7.061 -1.911  0.0942
H41 -5.516 6.505 -1.715  0.0858
H42 -3.306 6.907 1.764  0.1377
C22 3.011 -5.399 2.186  -0.0643
N4 4.149 -4.754 1.565  -0.1896
C23 4.018 -4.239 0.207  -0.0224
C24 5.325 -4.613 2.204  -0.3547
O4 6.316 -4.082 1.735  -0.0009
H43 2.713 -6.268 1.593  0.0877
H44 2.175 -4.699 2.239  0.0881
H45 3.262 -5.728 3.193  0.0795
H46 4.751 -4.724 -0.442  0.0547
H47 4.211 -3.164 0.206  0.0818
H48 3.015 -4.430 -0.168  0.0913
H49 5.315 -5.033 3.226  0.1303
C25 8.297 -8.168 -2.092  -0.0587
N5 7.587 -6.906 -2.145  -0.1971
C26 8.316 -5.697 -2.491  -0.0341
C27 6.272 -6.813 -1.881  -0.3344
O5 5.629 -5.778 -1.911  -0.0025
H50 9.095 -8.110 -1.349  0.0901
H51 8.732 -8.386 -3.070  0.0889
H52 7.619 -8.975 -1.820  0.0817
H53 8.240 -4.977 -1.675  0.0960
H54 7.880 -5.250 -3.386  0.0930
H55 9.361 -5.933 -2.674  0.0853
H56 5.810 -7.783 -1.626  0.1356

Values from the calculation:
Molar mass ... 657.68 g/mol
Orbital gap ... 0.3326 hartree
Charge ... 0
DFT total energy ... -2010.04113 Eh
Spin multiplicity ... 1

***

3.
Entry from the Open Molecules 2025 dataset: a 3-piece molecular cluster, C27H56NO13P2S2 overall at a distorted geometry (ωB97M-V/def2-TZVPD).

Last column: Mulliken spin population.
Geometry (Å):
C1 5.043 -4.136 1.200  0.0000
C2 3.829 -4.599 0.355  0.0000
C3 3.934 -4.131 -1.114  0.0003
C4 2.550 -3.684 -1.621  0.0004
C5 2.190 -2.299 -1.029  0.0057
C6 1.663 -1.277 -2.052  -0.0362
S1 0.209 -2.124 -2.863  0.0024
C7 -1.242 -1.111 -2.479  0.0035
C8 -2.423 -1.653 -3.237  0.0005
O1 -2.346 -2.564 -4.002  0.0001
O2 -3.556 -0.969 -2.979  0.0001
C9 -4.748 -1.740 -2.993  0.0000
C10 -5.030 -2.442 -1.631  0.0000
C11 -4.666 -3.934 -1.740  0.0000
O3 -4.230 -1.764 -0.659  0.0000
C12 -4.692 -1.884 0.602  0.0000
O4 -5.851 -1.907 0.895  0.0000
C13 -3.621 -1.947 1.681  0.0000
S2 -2.144 -0.996 1.186  0.0001
C14 1.272 0.054 -1.389  0.0484
C15 2.426 1.035 -1.090  0.0110
C16 3.200 0.686 0.217  0.0395
C17 1.758 2.397 -0.793  -0.0066
N1 3.327 1.246 -2.251  0.3509
O5 2.889 2.116 -3.084  0.5604
C18 3.794 -0.007 -2.899  0.0146
C19 4.387 0.398 -4.272  -0.0100
C20 4.978 -0.662 -2.168  0.0300
C21 2.655 -0.991 -3.202  0.0360
H1 4.695 -3.882 2.200  0.0000
H2 5.766 -4.947 1.252  0.0000
H3 5.513 -3.254 0.771  0.0000
H4 3.787 -5.686 0.341  0.0000
H5 2.932 -4.188 0.815  0.0000
H6 4.306 -4.933 -1.753  0.0001
H7 4.634 -3.300 -1.180  -0.0002
H8 1.831 -4.413 -1.248  -0.0001
H9 2.499 -3.690 -2.708  0.0007
H10 1.380 -2.442 -0.309  0.0003
H11 3.033 -1.911 -0.460  0.0005
H12 -1.473 -1.032 -1.420  -0.0027
H13 -1.066 -0.109 -2.874  0.0000
H14 -5.549 -1.020 -3.152  0.0000
H15 -4.813 -2.444 -3.817  0.0000
H16 -6.101 -2.348 -1.480  0.0000
H17 -3.974 -4.272 -0.971  0.0000
H18 -5.581 -4.516 -1.611  0.0000
H19 -4.292 -4.203 -2.723  0.0000
H20 -3.345 -2.968 1.916  0.0000
H21 -4.047 -1.413 2.524  0.0000
H22 -2.452 0.277 1.476  0.0000
H23 0.536 0.609 -1.964  -0.0066
H24 0.803 -0.173 -0.427  -0.0036
H25 4.273 0.670 0.054  -0.0297
H26 3.029 1.469 0.953  0.0009
H27 2.837 -0.228 0.678  0.0025
H28 1.315 2.344 0.202  0.0005
H29 2.488 3.201 -0.796  -0.0056
H30 0.954 2.609 -1.492  0.0031
H31 5.029 1.267 -4.164  -0.0038
H32 4.981 -0.448 -4.615  0.0001
H33 3.594 0.590 -4.987  0.0031
H34 5.216 -1.564 -2.731  0.0011
H35 4.740 -0.986 -1.160  -0.0085
H36 5.849 -0.012 -2.195  -0.0071
H37 2.070 -0.557 -4.014  0.0075
H38 3.072 -1.916 -3.599  -0.0030
C22 1.224 0.519 3.445  0.0000
O6 2.235 1.063 4.317  0.0000
P1 2.553 2.665 4.201  -0.0001
O7 3.643 2.765 3.206  -0.0002
O8 3.046 2.782 5.730  0.0000
C23 4.145 1.988 6.177  0.0000
O9 1.777 4.063 4.236  0.0000
C24 2.600 5.233 4.285  0.0000
H39 1.167 -0.551 3.621  0.0000
H40 0.250 0.961 3.656  0.0000
H41 1.493 0.697 2.402  -0.0005
H42 4.864 1.829 5.374  0.0000
H43 3.784 1.030 6.552  0.0000
H44 4.625 2.528 6.990  0.0000
H45 3.129 5.367 3.345  0.0000
H46 3.304 5.178 5.113  0.0000
H47 1.928 6.074 4.439  0.0000
C25 -5.460 1.046 -1.031  0.0000
O10 -6.227 1.800 -0.069  0.0000
P2 -5.524 3.130 0.567  0.0000
O11 -4.826 2.650 1.782  0.0000
O12 -6.928 3.860 0.861  0.0000
C26 -7.885 3.228 1.713  0.0000
O13 -4.808 4.476 0.081  0.0000
C27 -4.533 5.442 1.099  0.0000
H48 -6.048 0.183 -1.321  0.0000
H49 -5.249 1.645 -1.918  0.0000
H50 -4.526 0.711 -0.580  0.0000
H51 -7.389 2.644 2.489  0.0000
H52 -8.541 2.588 1.125  0.0000
H53 -8.477 4.016 2.174  0.0000
H54 -3.756 5.081 1.769  0.0000
H55 -5.435 5.684 1.659  0.0000
H56 -4.178 6.334 0.588  0.0000

Values from the calculation:
Molar mass ... 728.82 g/mol
Orbital gap (alpha / beta) ... 0.3082 / 0.3183 hartree
Charge ... 0
DFT total energy ... -3574.32875 Eh
<S²> ... 0.754
Spin multiplicity ... 2

***

4.
Entry from the Open Molecules 2025 dataset: a 8-piece molecular cluster, C27H56O24S overall at a distorted geometry (ωB97M-V/def2-TZVPD).

Last column: Löwdin charge in e.
Geometry (Å):
C1 -2.460 -3.181 5.269  -0.1070
C2 -2.448 -3.606 3.744  -0.2311
C3 -1.523 -2.614 2.960  -0.1536
C4 -0.235 -3.246 2.353  -0.3995
C5 -0.461 -4.664 1.699  -0.0366
O1 0.562 -2.361 1.548  -0.3157
S1 -0.102 -1.824 0.124  0.9855
O2 -0.377 -0.374 0.380  -0.4180
O3 -1.613 -2.458 -0.175  -0.3921
C6 -1.537 -3.315 -1.348  -0.1225
H1 -3.211 -3.766 5.827  0.0689
H2 -2.611 -2.086 5.341  0.0713
H3 -1.426 -3.382 5.630  0.0754
H4 -3.477 -3.597 3.322  0.1010
H5 -2.125 -4.663 3.739  0.0893
H6 -2.150 -2.049 2.245  0.1080
H7 -1.170 -1.860 3.703  0.1120
H8 0.406 -3.479 3.234  0.1290
H9 -1.347 -4.699 1.042  0.0724
H10 -0.603 -5.412 2.507  0.0777
H11 0.482 -4.961 1.191  0.0907
H12 -1.749 -2.750 -2.271  0.0957
H13 -0.527 -3.783 -1.362  0.0776
H14 -2.272 -4.130 -1.185  0.0938
C7 -6.391 -4.628 0.723  -0.0407
O4 -6.698 -5.814 1.452  0.0070
C8 -5.887 -6.839 1.182  -0.6258
O5 -4.967 -6.826 0.410  0.1215
O6 -6.277 -7.878 1.920  0.0062
C9 -5.490 -9.053 1.731  -0.0428
H15 -7.107 -3.864 1.018  0.0949
H16 -5.388 -4.275 0.965  0.0898
H17 -6.489 -4.797 -0.349  0.0988
H18 -4.453 -8.872 2.013  0.0974
H19 -5.551 -9.395 0.698  0.0983
H20 -5.898 -9.825 2.379  0.0936
C10 1.556 1.354 0.636  -0.0436
O7 2.258 2.491 1.162  -0.0066
C11 1.499 3.579 1.301  -0.5945
O8 0.331 3.660 1.028  0.1104
O9 2.259 4.564 1.797  -0.0325
C12 1.564 5.795 1.999  -0.0294
H21 2.270 0.535 0.570  0.0883
H22 0.755 1.062 1.299  0.0725
H23 1.175 1.567 -0.362  0.1048
H24 0.755 5.668 2.718  0.0995
H25 1.180 6.180 1.054  0.1010
H26 2.279 6.509 2.402  0.0955
C13 4.478 -3.053 -5.323  -0.0429
O10 4.830 -2.701 -3.986  0.0077
C14 3.790 -2.615 -3.156  -0.6221
O11 2.640 -2.805 -3.443  0.1237
O12 4.252 -2.283 -1.950  0.0150
C15 3.235 -2.157 -0.961  -0.0581
H27 5.398 -3.092 -5.901  0.0934
H28 4.005 -4.035 -5.352  0.0977
H29 3.822 -2.300 -5.760  0.0983
H30 2.713 -3.104 -0.821  0.0904
H31 2.532 -1.368 -1.230  0.0782
H32 3.718 -1.886 -0.024  0.0986
C16 8.855 3.109 -0.027  -0.0477
O13 7.780 3.963 -0.411  0.0021
C17 6.574 3.510 -0.057  -0.6223
O14 6.352 2.487 0.530  0.1304
O15 5.666 4.391 -0.470  0.0155
C18 4.318 4.030 -0.153  -0.0368
H33 9.778 3.576 -0.366  0.0917
H34 8.895 3.001 1.057  0.0971
H35 8.762 2.133 -0.505  0.0973
H36 4.178 3.958 0.917  0.0823
H37 4.051 3.092 -0.639  0.1009
H38 3.668 4.815 -0.537  0.1027
C19 -2.090 3.318 -0.178  -0.0375
O16 -2.574 3.245 -1.526  0.0107
C20 -3.244 4.323 -1.925  -0.6264
O17 -3.462 5.304 -1.269  0.1253
O18 -3.633 4.124 -3.189  -0.0004
C21 -4.368 5.212 -3.749  -0.0428
H39 -1.564 2.391 0.033  0.0807
H40 -1.401 4.142 -0.065  0.0736
H41 -2.923 3.414 0.521  0.1034
H42 -3.760 6.115 -3.774  0.0976
H43 -5.288 5.383 -3.190  0.0990
H44 -4.631 4.945 -4.770  0.0783
C22 5.005 -4.246 7.916  -0.0438
O19 4.544 -4.332 6.569  0.0041
C23 3.892 -3.246 6.149  -0.6243
O20 3.678 -2.258 6.795  0.1313
O21 3.518 -3.454 4.885  0.0087
C24 2.803 -2.363 4.304  -0.0384
H45 5.517 -5.179 8.144  0.0928
H46 5.711 -3.424 8.031  0.0985
H47 4.167 -4.130 8.604  0.0979
H48 3.423 -1.467 4.276  0.1049
H49 1.879 -2.174 4.852  0.0981
H50 2.552 -2.641 3.283  0.0770
C25 -3.236 5.601 -7.646  -0.0425
O22 -3.479 6.807 -8.369  0.0062
C26 -3.947 7.809 -7.619  -0.6194
O23 -4.167 7.771 -6.439  0.1230
O24 -4.127 8.865 -8.414  0.0061
C27 -4.628 10.019 -7.741  -0.0428
H51 -2.861 4.864 -8.352  0.0943
H52 -2.482 5.760 -6.875  0.1001
H53 -4.159 5.224 -7.207  0.0881
H54 -3.928 10.352 -6.974  0.0984
H55 -5.606 9.817 -7.304  0.0981
H56 -4.733 10.807 -8.483  0.0932

Values from the calculation:
Molar mass ... 796.79 g/mol
Orbital gap ... 0.3873 hartree
Charge ... 0
DFT total energy ... -3266.29485 Eh
Spin multiplicity ... 1